[1]
Density functional theory data (ωB97M-V/def2-TZVPD) for a cluster of 2 separate species, C4H10NOPS2 in total in a non-equilibrium geometry.

Geometry as XYZ:
```
19
Properties=species:S:1:pos:R:3:lowdin_charge:R:1
C -1.12736 1.72735 -1.19964 -0.54
C 1.24402 -2.36509 1.81929 -0.20
C -0.16552 1.93657 -0.20382 -0.06
C 0.36812 -1.15842 1.52661 -0.43
N -0.83576 1.52121 -2.51480 0.16
O -2.43031 1.57025 -0.83532 0.10
P 0.76473 -0.65153 -0.34322 -0.08
S 2.61961 -0.23545 -0.71443 0.17
S -0.56474 -1.64572 -1.38235 0.17
H 1.06059 -2.77323 2.83355 0.08
H 1.02360 -3.15811 1.06209 0.08
H 2.27058 -2.04216 1.75775 0.04
H -0.62044 2.19709 0.75789 0.06
H 0.84829 2.34539 -0.52693 0.08
H 0.53998 -0.21566 1.99174 0.03
H -0.76465 -1.32615 1.76951 0.11
H 0.02803 1.07910 -2.72671 0.08
H -1.64174 1.23108 -3.02358 0.10
H -2.61703 1.96350 -0.04763 0.06
```

Values from the calculation:
Orbital gap in eV: 8.02
Energy above the lowest of the compared OMol25 structures with the same formula, charge and spin in kcal per mole: 45.2
Lowest unoccupied orbital energy in eV: -0.70
HOMO level in eV: -8.72
Largest force on an atom in eV Å⁻¹: 5.3

=====

[2]
Density functional theory data (ωB97M-V/def2-TZVPD) for a cluster of 2 separate species, C3H7O3 in total in a non-equilibrium geometry.

Geometry as XYZ:
```
13
Properties=species:S:1:pos:R:3:lowdin_charge:R:1
C 0.78779 -1.30834 -2.27580 -0.06
C 0.58093 -0.32261 -1.07614 -0.79
O -0.28303 0.55497 -1.28267 -0.10
O 1.25690 -0.55182 -0.05013 -0.10
H 0.37926 -2.30980 -2.09924 0.05
H 1.85416 -1.50262 -2.42050 0.05
H 0.27356 -0.90327 -3.14257 0.04
C -1.35565 0.91404 1.40202 -0.18
O -0.88591 0.77978 2.75270 -0.15
H -0.13473 0.17669 2.65142 0.07
H -1.63300 -0.03151 0.95356 0.07
H -0.59103 1.29180 0.74120 0.04
H -2.23882 1.54794 1.36093 0.07
```

Values from the calculation:
Orbital gap in eV: 8.33
Energy above the lowest of the compared OMol25 structures with the same formula, charge and spin in kcal per mole: 23.4
Lowest unoccupied orbital energy in eV: 4.19
Total charge: -1
HOMO level in eV: -4.14
Largest force on an atom in eV Å⁻¹: 1.1

=====

[3]
Density functional theory data (ωB97M-V/def2-TZVPD) for a structure of composition C6H40FeO23 in a non-equilibrium geometry.

Geometry as XYZ:
```
70
Properties=species:S:1:pos:R:3:mulliken_spin:R:1
Fe -2.41131 3.58411 1.86516 3.83
C -0.04454 -0.45557 -1.31470 -0.27
C -0.95717 0.66355 -0.99566 0.36
C -0.63003 1.41149 0.40727 -0.08
O -1.14182 2.48756 0.68656 0.04
C 0.38201 0.80045 1.23426 0.12
C 1.09195 -0.30058 0.94746 -0.08
C 0.93602 -0.95444 -0.45557 0.25
O 1.56361 -2.04287 -0.87704 0.38
O 1.91825 -0.66120 1.84948 0.01
O -1.82695 1.13585 -1.73427 0.12
H -0.15552 -1.08600 -2.18456 0.17
H 0.42611 1.28830 2.19679 0.00
O -4.74822 1.25920 -2.64696 0.00
H -3.87640 1.01240 -2.33833 0.00
H -4.67632 2.19222 -2.84830 0.00
O -1.08855 5.13037 1.47369 0.03
H -0.56182 5.62384 2.10239 0.00
H -0.78279 5.42946 0.61738 0.00
O -1.27128 3.00064 3.53753 0.03
H -0.92552 2.11388 3.63917 0.00
H -1.05683 3.43776 4.36165 0.00
O 2.23627 3.05038 0.31274 0.00
H 2.06336 2.86525 -0.61033 0.00
H 1.62435 2.48900 0.78881 0.00
O 2.30907 -5.29739 -1.27680 0.00
H 2.69844 -4.45217 -1.05270 0.00
H 1.36589 -5.13416 -1.27874 0.00
O -3.08149 -2.56816 -0.69202 0.00
H -2.74604 -1.67970 -0.81184 0.00
H -3.13999 -2.67660 0.25722 0.00
O 0.45606 0.38980 4.39461 0.00
H 0.84911 0.07584 3.58026 0.00
H 1.11917 0.96613 4.77456 0.00
O -3.54806 1.81645 2.26300 0.02
H -3.24719 1.27755 2.99463 0.00
H -4.16344 1.25654 1.78967 0.00
O 1.63487 -1.37470 -3.95742 0.00
H 1.21823 -1.82068 -3.22002 0.00
H 0.95799 -0.78952 -4.29747 0.00
O 2.88948 0.75418 -2.44852 0.00
H 2.24807 0.09721 -2.71910 0.00
H 3.65675 0.24618 -2.18494 0.00
O -1.36026 -2.77213 -4.01779 0.00
H -0.63878 -3.07918 -4.56680 0.00
H -2.13024 -3.22985 -4.35523 0.00
O 4.50724 -0.65380 3.62590 0.00
H 3.76987 -1.14254 3.26032 0.00
H 4.33127 0.25732 3.39111 0.00
O -1.15158 3.35334 -2.91985 0.01
H -0.21457 3.40023 -2.72997 0.00
H -1.48623 2.69145 -2.31475 0.00
O 1.17905 -3.52517 1.79541 0.00
H 1.21149 -3.97203 0.94954 0.00
H 1.38246 -2.61212 1.59245 0.00
O -1.51003 -0.18042 -4.19254 0.00
H -1.30402 -1.08622 -3.96162 0.00
H -1.39241 0.30769 -3.37758 0.00
O -3.47573 4.29687 0.21246 0.03
H -4.42494 4.18803 0.15425 0.00
H -3.28517 5.04683 -0.35099 0.00
O 2.74202 -3.05194 4.38395 0.00
H 2.14249 -2.89907 3.65358 0.00
H 2.44598 -2.45062 5.06733 0.00
O 4.22335 -2.19710 0.44551 0.00
H 4.26755 -2.23353 1.40100 0.00
H 3.35740 -1.83440 0.25897 0.00
O -0.27831 -4.05295 -0.96325 0.01
H -0.84153 -3.77728 -1.68646 0.00
H 0.36993 -3.35317 -0.88372 0.00
```

Values from the calculation:
Orbital gap (spin up / spin down) in eV: 6.80 / 5.20
Energy above the lowest of the compared OMol25 structures with the same formula, charge and spin in kcal per mole: 58.9
Lowest unoccupied orbital energy (spin up / spin down) in eV: -5.59 / -7.20
Total charge: +1
HOMO level (spin up / spin down) in eV: -12.39 / -12.39
Multiplicity: 6
Largest force on an atom in eV Å⁻¹: 6.2

=====

Question: The highest largest force on an atom belongs to which entry?
Answer: C6H40FeO23